1.
Here is 7 unconnected molecules or ions with the total composition C19H42Cl2N5O7 at a distorted geometry from the OMol25 dataset. Energies are from wB97M-V/def2-TZVPD.

Output
- HOMO energy (eV) = -5.5
- LUMO level (eV) = 2.17
- energy (hartree) = -2470.1815
- energy relative to the best compared isomer or geometry (same formula, charge and spin) (eV) = 0.000
- frontier orbital gap (eV) = 7.640

```
! RIJCOSX wB97M-V def2-TZVPD def2/J DEFGRID3
* xyz -1 1
C -0.6989 0.7579 -0.0281
C -1.2657 2.1637 -0.2357
O -2.2416 2.4731 0.4839
O -0.7679 2.8446 -1.1662
H -0.6704 0.4614 1.0245
H 0.2957 0.5954 -0.4417
H -1.3826 0.0160 -0.4614
C 5.0999 1.2665 -4.2484
C 4.2662 1.3638 -2.9867
O 4.5900 0.7453 -1.9837
N 3.1238 2.0635 -3.1043
C 2.1296 2.2193 -2.0619
H 6.1423 1.4967 -4.0242
H 4.7852 1.8889 -5.0850
H 5.1120 0.2171 -4.5488
H 2.9383 2.4474 -4.0138
H 1.7118 3.2202 -2.0196
H 2.5579 1.9349 -1.1061
H 1.2919 1.5535 -2.2757
C 0.8669 0.3850 3.4763
C 1.6386 0.0584 4.7336
O 1.2567 -0.7355 5.5736
N 2.7937 0.7823 4.9035
C 3.7895 0.4044 5.8760
H 1.5375 0.9433 2.8147
H 0.0165 1.0512 3.6148
H 0.5639 -0.5244 2.9639
H 3.0766 1.3544 4.1284
H 3.8079 1.1434 6.6907
H 4.7800 0.2982 5.4452
H 3.4563 -0.4808 6.4151
C -2.8018 2.9383 4.0042
C -3.1020 1.4582 4.0149
O -3.5078 0.8841 5.0171
N -2.8381 0.8408 2.8445
C -2.9467 -0.5890 2.6848
H -2.5651 3.3132 3.0088
H -1.9969 3.1638 4.7062
H -3.6549 3.4900 4.4065
H -2.7066 1.4613 2.0458
H -2.1640 -1.1428 3.1978
H -2.7123 -0.7444 1.6247
H -3.9653 -0.9618 2.7952
C 1.7924 -4.3332 0.3223
C 1.4945 -3.0085 -0.3413
O 0.9715 -2.0797 0.2502
N 1.8011 -2.9329 -1.6624
C 1.7451 -1.6487 -2.3432
H 1.9718 -5.1172 -0.4186
H 1.0057 -4.6190 1.0116
H 2.7581 -4.2331 0.8236
H 2.1548 -3.7456 -2.1307
H 0.7020 -1.4351 -2.5920
H 2.3143 -1.6689 -3.2687
H 2.0985 -0.8497 -1.6963
C -4.1221 1.7056 -4.7123
C -3.0721 2.4366 -3.8911
O -3.2659 3.5915 -3.5416
N -1.9516 1.7480 -3.5423
C -1.7401 0.3313 -3.7339
H -3.8594 0.6844 -4.9749
H -4.2519 2.3100 -5.6093
H -5.0398 1.7115 -4.1288
H -1.3159 2.1391 -2.8401
H -1.4604 0.0757 -4.7673
H -2.6061 -0.3036 -3.5222
H -0.9214 0.0299 -3.0859
Cl -1.6868 -4.0170 2.3288
C -2.0338 -4.2959 0.5949
C -2.1398 -2.9975 -0.1615
Cl -2.5388 -3.3632 -1.8790
H -3.0149 -4.7743 0.5893
H -1.3394 -5.0357 0.2097
H -1.1841 -2.4837 -0.2240
H -2.9053 -2.3423 0.2336
*
```

---

2.
Here is 9 unconnected molecules or ions with the total composition C19H42ClNO34PS8 at a distorted geometry from the OMol25 dataset. Energies are from wB97M-V/def2-TZVPD.

Output
- HOMO energy (eV) = -11.9
- LUMO level (eV) = -4.20
- energy (hartree) = -7348.4803
- frontier orbital gap (eV) = 7.683

```
! RIJCOSX wB97M-V def2-TZVPD def2/J DEFGRID3
* xyz 1 1
C -0.0432 -3.1083 2.0859
C 0.6915 -4.1188 1.0243
O 0.8963 -3.5276 -0.3072
C 1.9711 -2.5238 -0.3152
N 3.1276 -2.8264 -1.2421
P 2.7243 -2.8185 -2.9815
O 1.9566 -1.2700 -3.3674
Cl 1.2349 -4.2711 -3.4727
H -0.9073 -2.4814 1.5916
H 0.7141 -2.3318 2.5695
H -0.5293 -3.7172 2.9814
H 1.6801 -4.5545 1.5140
H -0.0277 -5.0588 0.8957
H 1.6024 -1.4253 -0.5932
H 2.4399 -2.4224 0.7772
H 3.8323 -2.0411 -1.1000
H 3.6497 -3.7099 -1.0206
H 2.5053 -0.8209 -4.0943
C -3.5831 -1.3069 -0.0511
C -4.7777 -0.4212 0.2926
O -5.2472 -0.8996 1.5510
S -3.9796 -1.4597 2.4113
O -3.5553 -0.4179 3.3199
O -4.2785 -2.8058 2.8416
O -2.9077 -1.5326 1.1851
H -3.9103 -2.2756 -0.4422
H -2.9113 -0.8327 -0.7716
H -5.5676 -0.4767 -0.4601
H -4.4706 0.6221 0.4213
C 2.5977 1.9767 -2.8747
C 1.5957 2.8677 -3.6039
O 0.9292 3.5981 -2.5768
S 1.9693 3.8508 -1.3461
O 2.5279 5.1765 -1.4924
O 1.3535 3.3865 -0.1247
O 3.1012 2.7691 -1.8006
H 2.1051 1.0973 -2.4474
H 3.4144 1.6546 -3.5263
H 0.8793 2.2920 -4.1948
H 2.1070 3.5871 -4.2524
C -0.9830 3.0012 4.5109
C -0.1461 3.6083 3.3881
O 0.4783 2.4988 2.7463
S -0.5145 1.2078 2.8352
O -1.2457 1.1143 1.5910
O 0.2235 0.1018 3.3994
O -1.5225 1.7944 3.9744
H -0.3586 2.7419 5.3720
H -1.7872 3.6680 4.8333
H 0.6037 4.3104 3.7604
H -0.7811 4.1113 2.6511
C -1.5865 -1.7200 -4.2598
C -2.6526 -2.2114 -5.2353
O -3.8961 -1.9765 -4.5785
S -3.7576 -0.6491 -3.6408
O -4.2900 0.4783 -4.3733
O -4.1810 -0.9890 -2.3023
O -2.1307 -0.5456 -3.6601
H -1.4077 -2.4550 -3.4684
H -0.6427 -1.4898 -4.7614
H -2.5387 -3.2706 -5.4780
H -2.6424 -1.6234 -6.1592
C -2.2337 -7.2379 -1.1290
C -2.4366 -8.1871 0.0490
O -1.4693 -9.2187 -0.1320
S -0.1485 -8.5864 -0.8505
O 0.8241 -8.2867 0.1768
O 0.1591 -9.3781 -2.0188
O -0.8233 -7.1841 -1.3365
H -2.6970 -7.6338 -2.0385
H -2.6277 -6.2384 -0.9264
H -3.4456 -8.6053 0.0779
H -2.2230 -7.6868 0.9995
C 0.8349 -4.4312 6.1117
C 2.1995 -3.7541 6.2067
O 3.1388 -4.7500 5.8082
S 2.4419 -5.7221 4.6993
O 2.8413 -5.2674 3.3859
O 2.5872 -7.0912 5.1361
O 0.8995 -5.2578 4.9508
H 0.6531 -5.0749 6.9784
H 0.0205 -3.7076 6.0198
H 2.4190 -3.3991 7.2164
H 2.2745 -2.9183 5.5030
C -2.3648 6.0094 0.2523
C -3.0334 6.0813 -1.1179
O -1.9598 6.1241 -2.0551
S -0.7038 5.2694 -1.4615
O -0.7436 3.9460 -2.0431
O 0.4728 6.1067 -1.4901
O -1.2289 5.1641 0.0783
H -2.0103 6.9952 0.5702
H -3.0315 5.5998 1.0159
H -3.6729 6.9608 -1.2237
H -3.6204 5.1786 -1.3178
C 4.2425 8.1120 -2.1494
C 4.3777 7.9025 -0.6436
O 5.1714 8.9944 -0.1847
S 4.8655 10.2993 -1.1143
O 3.8957 11.1243 -0.4287
O 6.1215 10.8099 -1.6124
O 4.1039 9.5207 -2.3273
H 5.1472 7.7897 -2.6750
H 3.3764 7.5884 -2.5630
H 4.8525 6.9500 -0.3966
H 3.4028 7.9621 -0.1483
*
```

---

3.
Here is a molecular structure, C19H42NO3P3Sc at a distorted geometry from the OMol25 dataset. Energies are from wB97M-V/def2-TZVPD.

Output
- HOMO energy (alpha / beta) (eV) = -14.9 / -14.9
- LUMO level (alpha / beta) (eV) = -9.04 / -9.04
- energy (hartree) = -2813.5246
- energy relative to the best compared isomer or geometry (same formula, charge and spin) (eV) = 1.825
- frontier orbital gap (alpha / beta) (eV) = 5.861 / 5.862

```
! RIJCOSX wB97M-V def2-TZVPD def2/J DEFGRID3
* xyz 3 1
Sc 1.0849 -0.5760 0.2770
P -2.8223 -1.3155 -0.8305
P 0.9687 -0.7061 -2.4051
P -0.8871 -0.1602 2.2606
H 4.4682 4.7991 -0.9345
C 4.5266 4.4405 0.1081
C 4.6824 3.1245 0.4157
H 4.8137 2.3261 -0.3215
C -4.1706 -0.2264 -1.2520
C -2.3688 -2.3415 -2.2146
C -3.2637 -2.4195 0.5010
C 2.3095 0.3592 -3.0132
C 1.0332 -2.0210 -3.6875
C -0.4226 0.3552 -2.9409
C 0.0057 1.0659 3.2892
C -1.6804 -1.1298 3.5951
C -2.2841 0.9031 1.7534
H 4.5289 5.2410 0.8700
H 4.8042 2.8480 1.4757
H -5.0464 -0.8718 -1.4223
H -3.9131 0.3473 -2.1495
H -4.3476 0.4975 -0.4493
H -3.1511 -3.1087 -2.3330
H -1.4115 -2.8448 -2.0219
H -2.2503 -1.7553 -3.1361
H -4.2976 -2.2332 0.8132
H -2.6144 -2.2885 1.3697
H -3.1367 -3.4560 0.1660
H 2.3684 0.2202 -4.0993
H 3.2588 0.0773 -2.5400
H 2.0624 1.3989 -2.7922
H 0.8833 -1.5798 -4.6853
H 0.2606 -2.7858 -3.5371
H 2.0154 -2.5169 -3.6717
H -0.6467 0.1664 -4.0014
H -0.1605 1.4153 -2.7851
H -1.3141 0.1559 -2.3216
H -0.5807 1.2502 4.1942
H 0.1342 2.0133 2.7589
H 0.9947 0.6579 3.5389
H -1.7901 -0.5078 4.4958
H -1.0363 -1.9891 3.8299
H -2.6797 -1.4893 3.3225
H -2.6660 1.4569 2.6183
H -3.1207 0.3164 1.3532
H -1.9541 1.6245 0.9971
C 0.5776 2.5495 0.0088
C -0.1840 3.6142 -0.5352
C -0.3391 4.7422 0.2770
C 0.3648 4.8902 1.4747
C 1.3568 3.9533 1.7958
C 1.5919 2.9067 0.9172
O 0.3124 1.2678 -0.1892
H -1.7224 -0.5477 -0.4099
H -0.6885 3.5268 -1.5042
H -1.0436 5.5168 -0.0026
H 0.1962 5.7575 2.1173
H 1.9646 4.0556 2.7015
H 2.4936 2.2996 0.9473
N 1.2536 -5.3072 0.2369
C 1.5327 -4.3886 1.4169
C 1.4267 -2.9700 0.9899
O 2.2729 -2.0725 1.3378
O 0.4566 -2.6412 0.2083
H 0.3456 -5.1711 -0.2391
H 1.2872 -6.3002 0.5173
H 1.9860 -5.2145 -0.4951
H 0.8293 -4.6113 2.2181
H 2.5422 -4.5935 1.7527
*
```